{
  "formula": "C4H7O2",
  "method": "ωB97M-V with the def2-TZVPD basis set",
  "lumo_ha": [-0.2118, -0.2118],
  "homo_energy_ev": [-15.32, -15.32],
  "total_charge": 1,
  "energy_ha": -306.69132,
  "symbols": ["C", "C", "C", "C", "O", "O", "H", "H", "H", "H", "H", "H", "H"],
  "coordinates": [[-2.5344, -0.1737, 0.2446], [-0.3985, 0.6070, -0.3952], [1.4509, -0.4649, -0.1980], [2.5999, 0.0740, 0.2611], [-0.2256, 1.6998, -0.7209], [-1.0934, -0.3208, -0.0792], [-2.6607, 0.4687, 1.1514], [-2.8727, 0.2178, -0.6534], [-2.8748, -1.1340, 0.6496], [1.2488, -0.2168, -1.2377], [0.9051, -1.2730, 0.1720], [3.2396, -0.3914, 1.0703], [3.2159, 0.9071, -0.2647]],
  "forces_ev_per_a": [[0.05, 0.01, 2.98], [1.33, 3.21, -0.56], [1.05, 1.40, -0.77], [2.20, 0.19, -0.07], [-0.16, -0.62, 0.18], [-0.37, -2.53, 1.14], [0.46, 0.13, -1.13], [-1.67, 0.43, -1.29], [0.20, -0.04, -1.15], [-0.11, -0.01, -0.38], [0.05, -1.39, 0.90], [-1.34, 0.59, -0.58], [-1.68, -1.36, 0.73]],
  "lowdin_charge": [0.1336, -0.3459, -0.0700, 0.0973, 0.3219, 0.0900, 0.1395, 0.0967, 0.1275, 0.1047, 0.0704, 0.1064, 0.1278]
}

---

{
  "formula": "C4H7O2P",
  "method": "ωB97M-V with the def2-TZVPD basis set",
  "lumo_ha": [0.0322, -0.0710],
  "homo_energy_ev": [-6.22, -10.01],
  "s_squared": 2.006,
  "spin_multiplicity": 3,
  "energy_ha": -648.28371,
  "symbols": ["C", "C", "C", "C", "O", "O", "P", "H", "H", "H", "H", "H", "H", "H"],
  "coordinates": [[1.8666, -0.1283, 0.1983], [-0.4308, -0.4663, -0.1803], [-0.3855, -1.9731, -0.0822], [-0.9893, 2.1223, -0.1343], [2.8491, 0.4895, 0.0821], [0.7277, 0.1092, -0.5002], [-1.7881, 0.5360, 0.1943], [1.8535, -0.8668, 1.1178], [-0.7850, -2.3611, 0.8711], [0.5634, -2.4623, -0.2825], [-1.2242, -2.3935, -0.7831], [-0.0860, 2.0273, -0.8515], [-0.4027, 2.5197, 0.7211], [-1.7688, 2.8475, -0.3705]],
  "forces_ev_per_a": [[-0.98, -1.78, 3.17], [2.06, -4.26, -0.25], [-2.85, -0.21, -0.56], [2.05, 0.51, -0.42], [1.77, 1.35, -1.28], [2.20, 0.81, -0.45], [-2.81, 1.57, 0.82], [-0.93, 0.67, -1.86], [0.35, 0.28, 0.09], [0.02, 0.27, -0.22], [1.52, 0.53, 0.68], [-2.10, 0.38, 0.40], [-0.67, -0.24, 0.14], [0.37, 0.11, -0.28]],
  "lowdin_charge": [-0.3536, -0.6509, -0.1074, -0.3979, 0.1247, -0.0748, 0.8957, 0.1853, 0.0712, 0.0682, 0.1072, 0.0729, 0.0434, 0.0161]
}

---

{
  "formula": "C4H7O2Tm",
  "method": "ωB97M-V with the def2-TZVPD basis set",
  "lumo_ha": [-0.1546, -0.1958],
  "homo_energy_ev": [-10.92, -11.86],
  "s_squared": 3.753,
  "spin_multiplicity": 4,
  "total_charge": 1,
  "energy_ha": -1391.86230,
  "symbols": ["H", "O", "C", "C", "C", "C", "O", "Tm", "H", "H", "H", "H", "H", "H"],
  "coordinates": [[-1.9825, -0.7014, 0.0496], [0.1165, -2.5557, 0.6010], [-0.0008, -1.3622, -0.0464], [0.8361, -0.3340, 0.2836], [0.9685, 0.8878, -0.5912], [0.2162, 1.7547, 0.3667], [-1.0189, 1.9144, 0.3637], [-3.1530, 1.0918, -0.0346], [-0.3839, -3.2381, 0.1453], [-0.4167, -1.4101, -1.0590], [1.5247, -0.4649, 1.1218], [0.4584, 0.7903, -1.5564], [2.0113, 1.2273, -0.6718], [0.8241, 2.4000, 1.0276]],
  "forces_ev_per_a": [[-1.60, 1.28, 0.02], [-0.45, 1.04, 0.01], [2.39, -0.46, -0.72], [-0.10, -1.32, 0.13], [-0.53, 0.49, 0.74], [0.32, 0.84, -1.25], [-1.14, -0.48, -0.10], [2.37, -0.77, 0.40], [-0.13, -0.03, -0.02], [-0.23, 0.11, 0.59], [-0.35, 0.11, -0.17], [0.19, 0.01, 0.21], [-0.40, -0.22, -0.17], [-0.33, -0.62, 0.34]],
  "lowdin_charge": [-0.1419, 0.0358, -0.2713, -0.1107, -0.1303, -0.1977, -0.3126, 1.3436, 0.1152, 0.1105, 0.1355, 0.1322, 0.1346, 0.1573]
}

---

{
  "formula": "C4H7O3",
  "method": "ωB97M-V with the def2-TZVPD basis set",
  "lumo_ha": 0.1538,
  "homo_energy_ev": -4.50,
  "total_charge": -1,
  "energy_ha": -382.39551,
  "symbols": ["O", "C", "O", "H", "C", "C", "O", "C", "H", "H", "H", "H", "H", "H"],
  "coordinates": [[2.3846, 1.0035, 1.6085], [2.7886, 0.1773, 0.7873], [2.1731, -0.3459, -0.1748], [3.8389, -0.1928, 0.9217], [-2.2862, 0.0160, -1.2461], [-1.0602, -0.1227, -0.7191], [-0.0129, -0.4180, -1.4737], [-0.8165, 0.0432, 0.7579], [-3.0976, 0.3165, -0.6040], [-2.4762, -0.2276, -2.2803], [0.8607, -0.3890, -0.9557], [-1.7721, 0.1710, 1.2593], [-0.3884, -0.8914, 1.1268], [-0.1358, 0.8596, 0.9923]],
  "forces_ev_per_a": [[-0.06, 0.29, 0.17], [0.02, -0.11, 0.26], [0.23, -0.32, -0.40], [0.01, 0.03, -0.07], [0.04, -0.22, 0.08], [-0.28, 0.42, 0.31], [0.48, -0.28, -0.35], [-0.22, -0.29, -0.17], [-0.17, -0.10, -0.01], [-0.01, 0.20, -0.15], [-0.34, 0.15, 0.16], [-0.08, 0.19, 0.09], [0.23, 0.14, 0.09], [0.14, -0.11, 0.00]],
  "lowdin_charge": [-0.0938, -0.6211, -0.1151, 0.0928, -0.0098, -0.5181, 0.0034, -0.0475, 0.0241, 0.0325, 0.0352, 0.0617, 0.0863, 0.0697]
}

---

{
  "formula": "C4H7O3",
  "method": "ωB97M-V with the def2-TZVPD basis set",
  "lumo_ha": 0.1588,
  "homo_energy_ev": -3.40,
  "total_charge": -1,
  "energy_ha": -382.34282,
  "symbols": ["C", "C", "C", "C", "O", "O", "O", "H", "H", "H", "H", "H", "H", "H"],
  "coordinates": [[-2.3450, 0.4698, 0.0673], [0.2452, 1.1035, 0.1884], [0.0510, -1.2643, -0.2938], [-0.5061, 0.1096, -0.5587], [-2.8939, -0.5591, 0.3766], [-2.4728, 1.6397, 0.0807], [-0.8613, -2.3264, -0.1165], [1.3201, 1.3760, -0.2492], [-0.3205, 2.0178, 0.3165], [0.2827, 0.8341, 1.1912], [0.6654, -1.5638, -1.1199], [0.7031, -1.3073, 0.6792], [-0.4137, 0.1615, -1.6536], [-1.6176, -1.8071, 0.2892]],
  "forces_ev_per_a": [[4.30, -2.19, -1.30], [2.20, 2.63, -1.63], [1.20, -0.98, 2.23], [-2.04, -1.15, -0.34], [-1.47, -1.25, 0.62], [-1.39, 2.93, 0.16], [-1.66, 0.80, 0.45], [-1.85, -0.54, 1.06], [0.02, 0.63, -0.79], [0.84, -1.02, 1.96], [0.82, -0.22, -0.48], [-0.59, 0.56, -1.51], [-0.53, 0.86, 0.17], [0.17, -1.06, -0.61]],
  "lowdin_charge": [-0.6370, -0.1855, -0.3379, -0.2770, -0.0080, 0.0207, -0.1301, 0.1057, 0.0473, 0.0420, 0.0826, 0.1238, 0.1017, 0.0517]
}

---

{
  "formula": "C4H7O3",
  "method": "ωB97M-V with the def2-TZVPD basis set",
  "lumo_ha": 0.1540,
  "homo_energy_ev": -3.20,
  "total_charge": -1,
  "energy_ha": -382.34684,
  "symbols": ["C", "C", "C", "C", "O", "O", "O", "H", "H", "H", "H", "H", "H", "H"],
  "coordinates": [[-1.0238, 1.2303, 1.0078], [-0.4104, -0.0640, -1.2862], [1.5632, -0.3729, 0.1858], [-0.0379, -0.2780, 0.1352], [-1.8094, 0.6861, 1.7091], [-0.6256, 2.3456, 0.7797], [-0.7688, -1.3967, 0.7353], [0.1226, 0.8578, -1.7479], [-1.4726, 0.1414, -1.5297], [-0.1481, -0.8636, -1.8982], [1.9085, -0.5332, 1.1459], [2.0131, 0.4654, -0.3567], [2.0481, -1.3516, -0.2758], [-1.3589, -0.8667, 1.3957]],
  "forces_ev_per_a": [[4.57, -1.40, -2.01], [-0.46, 2.79, -1.30], [-1.46, -1.92, -2.07], [-0.54, 1.00, 1.27], [-3.02, -1.17, 2.23], [-0.03, 1.09, -0.51], [0.56, 1.71, 0.26], [-0.60, -1.32, 0.98], [0.26, -0.19, 0.70], [0.68, -1.82, -1.26], [0.68, 0.58, 2.36], [-0.09, -0.02, 0.50], [-1.43, 1.52, 0.05], [0.90, -0.85, -1.20]],
  "lowdin_charge": [-0.6332, -0.1366, -0.0699, -0.4454, 0.0045, -0.0096, -0.1394, 0.1014, 0.0791, 0.0282, 0.0113, 0.0563, 0.0897, 0.0635]
}

---

{
  "formula": "C4H7O3Sm",
  "method": "ωB97M-V with the def2-TZVPD basis set",
  "lumo_ha": [-0.3837, -0.3218],
  "homo_energy_ev": [-17.46, -17.46],
  "s_squared": 8.793,
  "spin_multiplicity": 6,
  "total_charge": 2,
  "energy_ha": -1039.53738,
  "symbols": ["O", "C", "H", "H", "O", "C", "C", "O", "C", "Sm", "H", "H", "H", "H", "H"],
  "coordinates": [[0.2160, -1.9315, -2.5379], [-0.6575, -2.6432, -2.9997], [-0.4670, -3.2350, -3.9098], [-1.6303, -2.7615, -2.4903], [1.3725, 1.0517, 0.6720], [0.9557, 1.7606, 1.7427], [-0.3808, 1.5445, 2.3588], [-1.1059, 0.5122, 2.4170], [-1.4370, -0.0051, 1.0566], [0.4628, -0.4537, -0.5651], [0.9333, 2.8673, 1.5780], [1.6232, 1.6649, 2.6358], [-0.6771, 2.3201, 3.0799], [-2.1356, 0.6339, 0.5011], [-2.0580, -0.8762, 1.3095]],
  "forces_ev_per_a": [[0.03, 0.67, 0.69], [-0.29, -0.88, -0.35], [-0.07, 0.23, 0.12], [0.12, 0.06, -0.24], [-1.01, -2.07, -1.51], [-0.87, 1.71, 0.05], [0.77, -0.29, 2.10], [-0.77, 1.49, -1.78], [0.46, -2.18, -0.96], [0.75, 1.23, 1.30], [0.41, -0.42, -0.19], [-0.31, -0.04, -0.05], [0.36, -0.19, 0.14], [0.09, 0.63, 0.81], [0.33, 0.05, -0.13]],
  "lowdin_charge": [-0.1787, 0.0231, 0.1357, 0.1198, -0.3808, -0.2789, 0.0103, 0.0128, -0.2076, 2.0670, 0.1706, 0.1900, 0.1834, 0.0645, 0.0688]
}

---

{
  "formula": "C4H7O3Tl",
  "method": "ωB97M-V with the def2-TZVPD basis set",
  "lumo_ha": 0.0066,
  "homo_energy_ev": -8.26,
  "energy_ha": -554.70727,
  "symbols": ["H", "O", "C", "O", "Tl", "O", "C", "H", "C", "H", "H", "C", "H", "H", "H"],
  "coordinates": [[-1.9542, -0.5517, -0.0470], [0.5492, -0.2152, 0.5163], [0.0809, -1.1959, -0.2506], [0.8572, -2.1092, -0.5119], [-0.1680, -3.4362, -2.0141], [-1.2542, -1.4276, -1.7652], [-1.5536, -1.5227, -0.4274], [-2.3217, -2.0680, 0.1645], [0.2433, 1.1675, 0.2615], [0.2233, 1.3347, -0.8242], [-0.7507, 1.4035, 0.6658], [1.3133, 1.9947, 0.9321], [1.5330, 1.6037, 1.9347], [2.2378, 1.9910, 0.3387], [0.9644, 3.0314, 1.0269]],
  "forces_ev_per_a": [[-0.01, 0.25, -0.47], [0.36, 0.70, -0.93], [-2.94, -3.36, 3.97], [1.21, 0.98, 0.01], [-0.45, -1.13, -1.23], [-1.79, -1.01, -2.06], [2.96, 5.24, 1.45], [1.06, -1.72, -0.79], [-0.58, 0.12, -0.12], [-0.02, -0.04, 0.28], [0.17, -0.11, -0.07], [0.22, 0.21, 0.00], [-0.11, 0.12, -0.27], [-0.22, -0.04, 0.25], [0.14, -0.22, -0.02]],
  "lowdin_charge": [0.0843, 0.0037, -0.4564, -0.1665, 0.9658, -0.4427, -0.3113, 0.1095, -0.2209, 0.1354, 0.1208, -0.0709, 0.0854, 0.0828, 0.0811]
}